Entry 1:
122
Properties=species:S:1:pos:R:3:forces:R:3 method="wB97M-V/def2-TZVPD" charge=-1 lumo_ev=2.5 max_force_ev_per_a=0.67 energy_ha=-6026.2358 gap_ha=0.26077 e_above_lowest_ev=1.883 homo_ha=-0.1703
Cd -0.475 2.199 1.290 -0.018 -0.136 0.606
C -2.784 -0.677 4.750 0.038 0.066 -0.134
C -1.615 -0.105 3.983 -0.089 0.015 -0.053
N -1.719 0.458 2.832 -0.103 0.019 0.160
N -2.969 0.391 2.252 0.000 -0.087 0.292
C -3.302 1.482 1.613 0.007 -0.014 -0.390
O -2.650 2.570 1.527 0.135 -0.094 0.008
C -4.593 1.399 0.856 -0.091 0.066 0.053
C -5.528 0.397 1.101 0.044 -0.045 -0.016
C -6.697 0.335 0.359 0.013 -0.024 -0.037
C -6.944 1.274 -0.635 -0.012 0.022 0.005
C -6.016 2.277 -0.878 -0.007 -0.031 0.001
C -4.848 2.341 -0.133 -0.047 0.046 0.020
C -0.305 -0.117 4.688 0.027 0.004 0.070
C -0.200 -0.668 5.971 0.014 -0.004 -0.051
C 1.000 -0.566 6.652 0.052 -0.008 -0.028
C 2.059 0.091 6.051 -0.045 0.009 0.016
C 1.868 0.584 4.767 -0.001 0.061 0.032
N 0.734 0.463 4.095 -0.064 0.066 -0.009
H -3.688 -0.604 4.161 -0.066 0.009 -0.060
H -2.608 -1.722 5.015 -0.010 -0.012 -0.007
H -2.927 -0.118 5.678 0.023 0.002 0.010
H -5.316 -0.333 1.871 -0.013 0.006 0.010
H -7.417 -0.451 0.553 -0.024 -0.012 0.012
H -7.859 1.227 -1.211 -0.008 -0.012 -0.020
H -6.200 3.009 -1.654 -0.002 0.020 -0.016
H -4.113 3.116 -0.308 0.015 0.014 0.010
H -1.037 -1.166 6.432 -0.030 0.013 0.022
H 1.098 -0.988 7.644 0.007 0.005 0.023
H 3.007 0.223 6.555 0.030 -0.008 -0.005
H 2.666 1.102 4.248 0.018 0.063 -0.026
S 1.344 3.274 2.533 0.261 -0.239 0.055
C 2.694 3.158 1.400 -0.045 0.051 -0.005
C 3.486 4.315 1.280 -0.013 0.012 0.010
C 4.601 4.363 0.472 0.031 -0.029 -0.017
C 4.966 3.246 -0.272 0.029 0.008 0.110
C 4.191 2.105 -0.178 0.042 -0.025 0.026
C 3.070 2.029 0.650 -0.008 -0.054 -0.043
As 2.080 0.317 0.747 0.226 0.245 -0.236
C 2.206 -0.175 -1.153 0.027 -0.025 0.035
C 2.411 -1.497 -1.540 0.070 -0.008 0.078
C 2.459 -1.846 -2.883 -0.005 0.002 -0.013
C 2.280 -0.878 -3.861 0.018 -0.010 0.018
C 2.046 0.438 -3.487 -0.003 -0.002 -0.010
C 2.010 0.784 -2.143 -0.070 0.077 0.046
C 3.585 -0.794 1.400 -0.174 -0.090 0.055
C 3.475 -1.293 2.693 -0.119 -0.069 0.013
C 4.496 -2.037 3.271 0.023 -0.025 0.013
C 5.646 -2.311 2.548 -0.025 0.025 0.009
C 5.755 -1.850 1.243 0.003 -0.015 -0.019
C 4.733 -1.105 0.673 0.006 0.045 -0.014
H 3.180 5.189 1.839 0.000 0.011 0.005
H 5.181 5.276 0.408 -0.003 0.016 -0.003
H 5.830 3.268 -0.924 0.025 -0.001 -0.015
H 4.461 1.252 -0.785 0.002 -0.042 -0.013
H 2.552 -2.266 -0.788 0.023 -0.004 0.020
H 2.625 -2.880 -3.162 0.003 -0.008 -0.009
H 2.315 -1.151 -4.908 -0.007 0.001 -0.017
H 1.896 1.206 -4.236 -0.007 0.012 -0.001
H 1.818 1.809 -1.855 0.041 -0.064 -0.019
H 2.567 -1.113 3.255 0.065 -0.040 -0.072
H 4.383 -2.409 4.282 -0.003 0.005 0.006
H 6.448 -2.887 2.993 0.009 -0.018 -0.003
H 6.639 -2.075 0.659 0.010 -0.002 0.002
H 4.837 -0.784 -0.354 -0.024 0.041 -0.021
N 3.341 4.899 -6.633 0.073 0.096 -0.114
C 2.784 4.674 -5.361 -0.086 -0.023 0.069
C 1.487 5.081 -5.066 0.110 0.005 -0.042
C 0.949 4.901 -3.801 -0.071 -0.090 0.087
C 1.704 4.290 -2.807 0.044 0.081 -0.020
C 3.003 3.895 -3.086 0.104 -0.001 -0.009
C 3.539 4.090 -4.348 -0.037 -0.022 -0.010
S -0.374 4.015 -1.213 -0.074 -0.215 -0.076
O 1.277 4.086 -1.511 -0.029 -0.017 -0.032
O -0.451 4.605 0.120 0.002 0.086 0.074
N -0.530 2.381 -0.955 -0.152 0.656 0.013
C -1.507 1.815 -1.722 0.335 -0.135 -0.118
N -1.807 2.387 -2.904 0.000 0.083 -0.242
C -2.786 1.849 -3.605 -0.094 -0.053 -0.060
C -3.492 0.737 -3.183 0.012 0.017 0.008
C -3.069 0.198 -1.981 -0.076 -0.138 0.026
N -2.080 0.693 -1.257 -0.088 0.072 0.207
H 2.657 4.949 -7.373 0.032 -0.049 0.023
H 4.083 4.258 -6.868 -0.055 -0.003 -0.017
H 0.891 5.560 -5.834 -0.028 -0.006 -0.013
H -0.062 5.220 -3.598 -0.029 0.007 -0.020
H 3.594 3.448 -2.296 -0.101 0.025 -0.106
H 4.556 3.774 -4.551 0.030 0.002 0.003
H -3.007 2.330 -4.554 -0.031 0.000 -0.016
H -4.307 0.310 -3.746 -0.021 -0.001 -0.025
H -3.555 -0.685 -1.577 -0.032 -0.045 0.013
C -1.132 -5.475 1.381 0.012 0.065 0.052
C -0.505 -4.098 1.572 -0.019 0.088 -0.044
C 1.017 -4.203 1.491 -0.021 0.073 0.032
Sb -1.116 -2.374 0.336 0.040 -0.296 0.017
C -0.628 -3.221 -1.641 -0.046 0.025 0.072
C -0.874 -2.166 -2.718 -0.005 0.006 0.056
C -1.167 -4.578 -2.086 0.104 0.068 -0.005
C -3.296 -2.537 0.547 0.079 0.113 -0.088
C -4.070 -3.425 -0.416 0.030 0.025 0.022
C -3.649 -2.834 1.998 0.048 0.004 -0.086
H -0.848 -6.136 2.208 0.002 -0.016 0.018
H -0.779 -5.949 0.468 0.040 -0.019 -0.088
H -2.219 -5.456 1.337 -0.128 0.052 -0.001
H -0.763 -3.737 2.574 -0.021 -0.007 0.019
H 1.330 -4.557 0.505 0.024 -0.001 -0.047
H 1.405 -4.913 2.228 0.009 -0.030 0.010
H 1.505 -3.242 1.671 0.027 0.009 -0.004
H 0.457 -3.319 -1.521 -0.036 0.011 -0.037
H -1.943 -2.014 -2.893 0.022 -0.034 0.005
H -0.429 -2.483 -3.666 -0.001 -0.006 -0.035
H -0.440 -1.199 -2.454 -0.017 -0.009 -0.009
H -2.250 -4.636 -2.048 -0.141 0.006 0.009
H -0.765 -5.394 -1.492 -0.009 -0.061 0.083
H -0.871 -4.761 -3.126 0.012 -0.012 -0.022
H -3.586 -1.497 0.379 0.006 0.013 -0.026
H -3.832 -4.480 -0.273 0.029 -0.072 -0.020
H -3.873 -3.173 -1.459 0.015 -0.009 -0.041
H -5.146 -3.306 -0.247 -0.030 -0.005 -0.002
H -3.385 -3.846 2.297 0.043 -0.181 -0.004
H -4.727 -2.718 2.154 -0.031 0.014 0.024
H -3.145 -2.138 2.661 0.021 0.050 0.065

Entry 2:
124
Properties=species:S:1:pos:R:3:forces:R:3 method="wB97M-V/def2-TZVPD" charge=0 lumo_ev=0.3 max_force_ev_per_a=1.00 energy_ha=-7393.7180 gap_ha=0.29206 e_above_lowest_ev=0.273 homo_ha=-0.2794
Sc 0.391 0.557 0.259 0.371 0.583 -0.718
F -4.823 1.869 -4.576 -0.115 -0.010 -0.053
C -3.694 2.018 -3.884 -0.005 -0.026 -0.045
C -3.217 0.996 -3.092 0.006 -0.045 -0.007
F -3.879 -0.164 -3.012 -0.030 -0.055 0.029
C -2.061 1.197 -2.371 -0.046 0.111 -0.056
F -1.636 0.208 -1.568 -0.004 -0.328 0.100
C -1.318 2.362 -2.401 -0.022 0.021 -0.110
S 0.140 2.556 -1.479 0.281 -0.325 0.377
C -1.821 3.363 -3.225 0.053 0.033 0.028
F -1.173 4.523 -3.335 0.024 0.102 -0.004
C -2.989 3.204 -3.943 -0.010 0.060 -0.063
F -3.454 4.201 -4.695 -0.024 0.093 -0.057
C -4.558 -5.289 0.964 0.000 0.024 0.005
C -3.127 -5.807 0.743 -0.028 -0.006 0.025
C -3.153 -6.839 -0.385 -0.013 -0.029 -0.014
C -2.637 -6.504 2.021 0.022 -0.022 -0.012
C -2.220 -4.622 0.420 0.051 -0.014 -0.122
C -2.004 -3.642 1.375 -0.087 -0.003 0.066
C -1.219 -2.562 1.053 0.150 0.323 0.213
Br -0.968 -1.228 2.400 0.095 -0.122 0.088
C -0.597 -2.348 -0.183 -0.190 -0.061 -0.028
O 0.120 -1.244 -0.373 -0.170 -0.560 -0.275
C -0.812 -3.345 -1.163 0.081 -0.045 -0.135
C -1.606 -4.440 -0.818 -0.106 -0.039 -0.014
C -0.133 -3.299 -2.546 0.029 0.030 0.068
C -0.693 -4.359 -3.502 -0.011 -0.045 0.014
C -0.326 -1.947 -3.251 -0.067 -0.033 0.047
C 1.363 -3.593 -2.335 -0.042 0.014 0.001
H -5.237 -6.119 1.184 0.049 0.053 -0.002
H -4.920 -4.776 0.068 0.002 -0.034 0.055
H -4.598 -4.582 1.798 -0.004 -0.054 -0.072
H -3.802 -7.670 -0.096 0.036 0.025 -0.028
H -2.156 -7.243 -0.581 -0.070 0.029 -0.004
H -3.549 -6.419 -1.315 0.035 -0.025 0.067
H -3.281 -7.356 2.255 0.031 0.051 -0.002
H -2.646 -5.829 2.881 -0.003 -0.055 -0.065
H -1.616 -6.870 1.888 -0.054 0.014 0.027
H -2.453 -3.689 2.362 0.028 -0.021 -0.102
H -1.763 -5.197 -1.572 0.016 0.044 0.045
H -1.780 -4.278 -3.594 0.069 -0.002 -0.034
H -0.442 -5.377 -3.192 -0.038 0.045 -0.001
H -0.260 -4.202 -4.492 0.002 -0.025 0.035
H -1.385 -1.788 -3.479 0.059 0.004 0.012
H 0.229 -1.946 -4.193 -0.039 -0.029 0.025
H 0.015 -1.116 -2.646 0.039 0.019 -0.008
H 1.500 -4.635 -2.035 0.009 0.057 -0.004
H 1.773 -2.959 -1.550 0.009 0.005 -0.042
H 1.931 -3.420 -3.256 -0.051 -0.025 0.060
C 7.065 5.315 1.842 -0.099 -0.023 0.008
C 5.684 4.741 2.030 0.077 0.023 0.050
C 5.287 4.211 3.254 0.023 0.008 -0.048
C 4.012 3.687 3.428 -0.005 -0.080 -0.077
C 3.135 3.680 2.355 0.024 0.074 -0.007
C 3.497 4.241 1.134 -0.081 -0.048 -0.011
C 4.766 4.762 0.978 0.040 -0.014 -0.050
S 1.492 3.054 2.529 -0.068 -0.040 -0.159
O 0.655 3.901 1.724 -0.077 -0.095 -0.010
O 1.230 2.944 3.941 -0.049 -0.028 0.063
N 1.472 1.594 1.815 0.278 0.002 0.672
C 2.081 0.488 2.408 0.169 0.058 0.249
C 2.660 0.373 3.684 -0.053 0.108 -0.040
C 3.168 -0.851 4.065 -0.025 0.022 -0.046
C 3.083 -1.948 3.210 0.083 0.019 0.117
C 2.481 -1.755 1.991 -0.065 -0.156 -0.375
N 2.020 -0.573 1.589 -0.328 0.558 0.163
H 7.691 5.134 2.715 -0.009 0.002 -0.016
H 7.016 6.393 1.677 0.005 -0.030 0.002
H 7.554 4.872 0.972 -0.008 0.013 0.023
H 5.981 4.219 4.087 -0.019 -0.010 -0.021
H 3.690 3.306 4.389 0.031 0.019 -0.050
H 2.762 4.283 0.336 0.087 -0.020 0.008
H 5.056 5.201 0.028 -0.028 -0.026 0.049
H 2.659 1.211 4.360 0.019 0.013 -0.005
H 3.617 -0.959 5.045 -0.011 0.011 -0.014
H 3.460 -2.920 3.493 -0.009 0.007 -0.020
H 2.364 -2.569 1.283 -0.043 0.003 0.009
C 2.986 -0.553 -1.699 0.182 0.097 -0.103
C 4.359 -0.831 -2.372 -0.039 0.097 0.062
N 5.227 0.345 -2.275 -0.044 0.008 -0.008
C 4.524 1.486 -2.863 -0.027 -0.046 0.097
C 3.227 1.799 -2.071 0.168 -0.041 0.051
N 2.989 0.767 -1.039 -0.026 -0.213 0.085
C 4.131 0.777 -0.097 0.070 -0.056 -0.142
C 5.472 0.638 -0.862 -0.075 0.034 -0.071
H 2.763 -1.293 -0.937 -0.043 -0.067 0.047
H 2.176 -0.562 -2.428 -0.051 -0.028 -0.008
H 4.233 -1.080 -3.427 0.006 -0.009 -0.009
H 4.869 -1.670 -1.894 -0.006 -0.001 0.008
H 4.295 1.242 -3.902 0.001 0.000 -0.009
H 5.199 2.344 -2.869 -0.006 0.002 0.007
H 2.364 1.832 -2.725 -0.111 0.002 -0.051
H 3.286 2.766 -1.569 -0.014 0.016 0.031
H 4.001 -0.052 0.592 0.053 -0.002 -0.036
H 4.097 1.693 0.480 -0.023 0.238 0.114
H 6.080 -0.165 -0.440 0.002 0.003 0.009
H 6.056 1.560 -0.806 -0.006 -0.025 -0.006
C -2.057 2.583 2.815 0.035 -0.007 -0.007
P -2.160 1.761 1.186 -0.419 -0.026 0.149
C -3.526 0.557 1.475 0.058 -0.116 0.001
C -3.867 -0.351 0.469 -0.029 -0.013 0.043
C -4.791 -1.361 0.695 -0.002 0.042 0.034
C -5.393 -1.486 1.940 -0.023 -0.023 -0.036
C -5.079 -0.582 2.943 0.036 0.032 -0.010
C -4.154 0.430 2.713 -0.083 0.029 -0.024
C -2.992 3.079 0.220 0.011 -0.054 -0.104
C -2.334 4.301 0.064 -0.024 0.025 0.005
C -2.916 5.314 -0.685 0.009 0.029 0.010
C -4.150 5.117 -1.296 0.046 0.024 0.023
C -4.807 3.905 -1.143 -0.008 0.016 -0.022
C -4.231 2.890 -0.389 -0.025 0.073 0.061
H -1.670 1.896 3.569 0.008 -0.003 0.018
H -3.040 2.952 3.105 0.011 -0.011 0.029
H -1.376 3.423 2.743 0.065 0.036 -0.047
H -3.402 -0.284 -0.503 0.023 -0.056 0.021
H -5.027 -2.059 -0.100 0.024 0.035 0.011
H -6.104 -2.284 2.124 0.033 0.053 -0.008
H -5.549 -0.664 3.915 0.012 0.008 -0.017
H -3.925 1.114 3.519 0.005 -0.074 -0.022
H -1.360 4.454 0.510 0.002 -0.003 0.004
H -2.393 6.257 -0.806 -0.041 -0.077 0.004
H -4.592 5.906 -1.895 0.017 -0.041 0.043
H -5.771 3.745 -1.614 0.064 -0.003 0.033
H -4.762 1.954 -0.265 0.008 0.027 -0.032